Entry 1:
Molecular formula: C8H11I2NO
Method: DFT, wB97M-V/def2-TZVPD

Results
- total energy (Eh) = -1036.72910
- Kohn-Sham gap (eV) = 8.678
- energy above the lowest of the compared OMol25 structures with the same formula, charge and spin (eV) = 0.000
- strongest force on any atom (eV Å⁻¹) = 4.60

```
! RIJCOSX wB97M-V def2-TZVPD def2/J DEFGRID3
* xyz 0 1
C 0.2281 -1.7537 1.6849
C -0.8670 -1.4395 2.3657
C 0.8630 -0.8653 0.6282
C -1.5788 -0.1839 1.9034
C -1.5360 -0.0103 0.4172
C 0.9253 -0.2609 -2.2967
C 1.3991 1.9186 -1.0126
C 0.4398 0.7830 -1.2822
N 0.0503 0.0150 -0.0455
O 2.0549 -0.9878 0.4137
I -2.6684 -1.4355 -0.7795
I -2.5014 2.0226 0.0315
H 0.7082 -2.5683 2.0202
H -1.3741 -1.8922 3.1308
H -2.4883 -0.2326 2.4100
H -1.1118 0.7924 2.3651
H 1.7320 -0.9860 -1.9647
H 0.1630 -0.8073 -2.6364
H 1.2981 0.4021 -3.0398
H 1.1122 2.5049 -0.2703
H 1.3847 2.4510 -1.8666
H 2.3386 1.4744 -0.7124
H -0.5712 1.0590 -1.4640
*
```

Okay, here come the natural (NBO) numbers, in e, for every atom: C -0.25; C -0.13; C 0.64; C -0.60; C -0.05; C -0.61; C -0.61; C -0.01; N -0.50; O -0.61; I 0.17; I 0.13; H 0.22; H 0.21; H 0.24; H 0.25; H 0.24; H 0.21; H 0.20; H 0.21; H 0.21; H 0.23; H 0.21

Entry 2:
Molecular formula: C8H11IN3OS
Method: DFT, wB97M-V/def2-TZVPD

Results
- total energy (Eh) = -1246.58504
- Kohn-Sham gap (eV) = 8.961
- strongest force on any atom (eV Å⁻¹) = 4.00

```
! RIJCOSX wB97M-V def2-TZVPD def2/J DEFGRID3
* xyz 1 1
C -2.5928 0.2480 -0.3158
C -1.3573 -0.2950 -0.5947
C -2.9341 0.8138 0.9439
C -0.5798 0.5706 1.4614
C 1.9365 0.0748 1.3411
C 1.2695 -0.1409 0.0078
C 1.6235 -1.5599 -0.4727
C 1.6297 0.9857 -1.0780
N -1.7670 0.9853 1.7380
N -0.2804 -0.0357 0.2521
N -1.1313 -1.0569 -1.7158
O -4.0264 1.0783 1.3247
S 0.7079 0.7242 2.5809
I 1.1868 2.9460 -0.4701
H -3.3277 -0.2401 -0.9488
H 2.1394 -0.9935 1.6859
H 2.8075 0.8826 1.3013
H 1.9333 -1.6353 -1.5771
H 0.7890 -2.1687 -0.2263
H 2.4524 -1.8094 0.0823
H 0.9787 0.6647 -1.9926
H 2.6138 0.9470 -1.4450
H -1.8395 1.5718 2.5673
H -1.9206 -1.1975 -2.3025
H -0.3113 -1.3599 -2.1470
*
```

Okay, here come the natural (NBO) numbers, in e, for every atom: C -0.44; C 0.45; C 0.64; C 0.38; C -0.56; C 0.16; C -0.64; C -0.58; N -0.56; N -0.43; N -0.78; O -0.50; S 0.41; I 0.18; H 0.25; H 0.26; H 0.30; H 0.24; H 0.24; H 0.23; H 0.24; H 0.24; H 0.45; H 0.41; H 0.41

Entry 3:
Molecular formula: C8H11INP
Method: DFT, wB97M-V/def2-TZVPD

Results
- total energy (Eh) = -1005.15890
- Kohn-Sham gap (eV) = 8.436
- energy above the lowest of the compared OMol25 structures with the same formula, charge and spin (eV) = 1.403
- strongest force on any atom (eV Å⁻¹) = 4.00

```
! RIJCOSX wB97M-V def2-TZVPD def2/J DEFGRID3
* xyz 0 1
C -0.8832 -2.9839 -0.0874
C -1.5231 -2.5114 -1.2291
C -0.8122 -2.2499 1.0405
C -2.0974 -1.2529 -1.1863
C -1.3818 -0.9910 1.1176
C -2.0585 -0.5295 -0.0004
C 0.8916 1.4656 0.0426
C 2.8929 2.6368 0.0306
N 1.5810 2.3954 0.5434
P -2.9962 1.0772 -0.0837
I -5.4120 0.3589 0.0502
H -0.6132 -4.0764 -0.1406
H -1.5838 -3.0993 -2.1238
H -0.2368 -2.4204 1.9918
H -2.4130 -0.7036 -2.0683
H -1.2684 -0.5628 2.0496
H -0.0312 1.2748 0.4982
H 1.1140 0.6024 -0.4696
H -2.9738 1.5237 1.1807
H 3.0363 3.8144 -0.1623
H 3.5841 2.4161 0.7542
H 3.0630 2.0857 -0.8376
*
```

Okay, here come the natural (NBO) numbers, in e, for every atom: C -0.21; C -0.20; C -0.20; C -0.21; C -0.22; C -0.32; C -0.07; C -0.43; N -0.37; P 0.44; I -0.15; H 0.22; H 0.22; H 0.22; H 0.22; H 0.22; H 0.15; H 0.15; H -0.04; H 0.20; H 0.20; H 0.17

Entry 4:
Molecular formula: C8H11N
Method: DFT, wB97M-V/def2-TZVPD

Results
- total energy (Eh) = -365.92172
- Kohn-Sham gap (eV) = 9.207
- energy above the lowest of the compared OMol25 structures with the same formula, charge and spin (eV) = 5.887
- strongest force on any atom (eV Å⁻¹) = 8.26

```
! RIJCOSX wB97M-V def2-TZVPD def2/J DEFGRID3
* xyz 0 1
C 0.4928 -0.6777 -0.2002
C 1.3262 0.5756 0.2276
C 0.3296 1.4385 0.9870
C -1.2314 1.0411 0.5463
C -1.3762 -0.2202 1.2771
C -0.4201 -1.0838 0.7753
C -0.6121 0.3661 -0.8141
C -1.2953 -0.2205 -1.9902
H 1.9677 -0.8821 -1.5014
H 1.5638 -2.3294 -0.3568
H 2.4735 0.2467 0.7333
H 1.7563 1.1405 -0.7589
H 0.4861 1.3282 2.0315
H 0.4997 2.5231 0.7189
H -1.9528 1.7457 0.5357
H -1.8233 -0.2673 2.2266
H -0.4622 -1.9552 1.4612
H -2.3290 0.0614 -2.6279
H -0.5515 -1.2602 -2.2363
N 1.1583 -1.5705 -1.0346
*
```

Okay, here come the natural (NBO) numbers, in e, for every atom: C -0.03; C -0.40; C -0.41; C -0.27; C -0.18; C -0.21; C 0.02; C -0.45; H 0.38; H 0.39; H 0.20; H 0.21; H 0.21; H 0.22; H 0.22; H 0.21; H 0.22; H 0.24; H 0.25; N -0.82

Entry 5:
Molecular formula: C8H11N11NiS4
Method: DFT, wB97M-V/def2-TZVPD

Results
- total energy (Eh) = -4014.91432
- Kohn-Sham gap (alpha / beta) (eV) = 4.166 / 4.235
- energy above the lowest of the compared OMol25 structures with the same formula, charge and spin (eV) = 0.061
- strongest force on any atom (eV Å⁻¹) = 0.61

```
! RIJCOSX wB97M-V def2-TZVPD def2/J DEFGRID3
* xyz -2 3
Ni 0.9197 2.8755 -0.4226
S 3.2048 3.0855 -1.1408
S 4.0557 4.6123 -0.0656
S 2.5324 6.0560 0.2900
S 0.7386 5.2540 -0.3322
N -1.6951 1.9393 1.5863
C -2.0307 2.3755 0.3218
N -3.2797 2.3733 -0.1236
N -3.1583 2.7831 -1.4078
N -1.9234 3.0041 -1.6996
N -1.1645 2.7612 -0.6018
C -0.4216 1.7097 2.0646
N -0.2082 1.1171 3.2304
N 1.1435 1.0266 3.2967
N 1.6861 1.5274 2.2444
N 0.7060 1.9821 1.4194
H -2.4518 1.7374 2.2122
N 0.9408 0.9192 -1.3075
C 0.7721 -0.2161 -1.2421
N 0.5534 -1.4788 -0.9157
C 0.3242 -1.7746 0.5031
C -0.7987 -2.7927 0.6184
C -0.5049 -4.0205 -0.2442
C -0.2485 -3.6251 -1.6990
C 0.8721 -2.5976 -1.7840
H 0.0981 -0.8408 1.0167
H 1.2509 -2.1733 0.9360
H -1.7306 -2.3241 0.2912
H -0.9226 -3.0736 1.6661
H -1.3311 -4.7328 -0.1869
H 0.3830 -4.5306 0.1491
H -1.1559 -3.1852 -2.1217
H 0.0087 -4.5001 -2.3018
H 1.0172 -2.2231 -2.7955
H 1.8183 -3.0505 -1.4538
*
```

Okay, here come the natural (NBO) numbers, in e, for every atom: Ni 1.28; S -0.62; S -0.16; S -0.17; S -0.59; N -0.61; C 0.43; N -0.43; N -0.15; N -0.13; N -0.51; C 0.43; N -0.44; N -0.15; N -0.11; N -0.51; H 0.41; N -0.43; C 0.50; N -0.48; C -0.21; C -0.41; C -0.40; C -0.40; C -0.19; H 0.26; H 0.18; H 0.21; H 0.21; H 0.20; H 0.19; H 0.21; H 0.20; H 0.22; H 0.17

Entry 6:
Molecular formula: C8H11N2O3S
Method: DFT, wB97M-V/def2-TZVPD

Results
- total energy (Eh) = -1044.37226
- Kohn-Sham gap (eV) = 6.239
- energy above the lowest of the compared OMol25 structures with the same formula, charge and spin (eV) = 6.518
- strongest force on any atom (eV Å⁻¹) = 4.95

```
! RIJCOSX wB97M-V def2-TZVPD def2/J DEFGRID3
* xyz 1 1
C -2.1883 -0.7471 -0.5575
C -1.4074 0.9430 0.6259
C -2.5449 0.4316 0.0242
C -0.1385 0.3213 0.7212
C -0.0365 -1.0055 0.0872
C -3.9084 0.9143 0.2215
C 0.8969 -3.1600 -0.3366
C 2.8126 2.3452 -0.0760
N -1.1326 -1.3805 -0.6052
N 1.0702 0.7076 1.1780
O 3.4519 -0.1719 0.5695
O 1.7413 0.0550 -1.2659
O 0.8316 -1.8992 0.4211
S 2.2941 0.6118 0.2042
H -1.3678 1.9284 1.1182
H 0.9408 -0.4804 -1.0715
H -4.6157 0.3757 -0.4679
H -4.0490 1.9629 0.0675
H -4.0802 0.6204 1.2937
H 1.0392 -2.8518 -1.4178
H -0.0178 -3.8279 -0.2525
H 1.8911 -3.6324 -0.1457
H 2.5508 2.5552 -1.1377
H 2.1676 2.9705 0.6667
H 3.7991 2.4140 0.1352
*
```

Okay, here come the natural (NBO) numbers, in e, for every atom: C 0.60; C -0.19; C -0.11; C 0.19; C 0.38; C -0.63; C -0.29; C -0.79; N -0.34; N -0.88; O -0.84; O -0.83; O -0.44; S 2.17; H 0.28; H 0.47; H 0.25; H 0.26; H 0.26; H 0.20; H 0.23; H 0.25; H 0.27; H 0.28; H 0.26

Entry 7:
Molecular formula: C8H11N2O4S
Method: DFT, wB97M-V/def2-TZVPD

Results
- total energy (Eh) = -1120.12923
- Kohn-Sham gap (eV) = 7.964
- energy above the lowest of the compared OMol25 structures with the same formula, charge and spin (eV) = 0.146
- strongest force on any atom (eV Å⁻¹) = 2.87

```
! RIJCOSX wB97M-V def2-TZVPD def2/J DEFGRID3
* xyz -1 1
C 1.1724 1.0937 -1.6291
C -1.8759 -0.9233 -1.8500
C 2.2444 0.4608 -0.6735
C -0.9634 0.4069 -1.4333
C -0.7855 0.3201 0.0894
C 2.1007 0.8370 0.8345
C -2.0919 0.7754 0.7195
C -0.3987 -1.0491 0.6166
N 0.1997 0.3243 -2.3274
N 2.9155 0.7176 1.7692
O -1.1970 -1.8513 -2.2711
O 1.1730 2.3014 -1.7366
O -3.0758 -0.7802 -1.6811
O 0.0789 1.4853 2.4419
S 0.4465 1.6061 1.0231
H 2.2537 -0.6296 -0.7595
H 3.2175 0.8302 -1.0208
H -1.5218 1.3127 -1.6835
H -2.0653 0.6243 1.7964
H -2.9109 0.2065 0.2814
H -2.2590 1.8326 0.5195
H -0.1281 -0.9704 1.6709
H 0.4272 -1.4872 0.0611
H -1.2470 -1.7268 0.5297
H 0.4118 -0.6749 -2.4314
H 3.8243 0.3232 1.5280
*
```

Okay, here come the natural (NBO) numbers, in e, for every atom: C 0.71; C 0.80; C -0.61; C -0.22; C -0.09; C 0.14; C -0.67; C -0.67; N -0.67; N -0.62; O -0.76; O -0.57; O -0.74; O -0.99; S 1.17; H 0.23; H 0.24; H 0.21; H 0.23; H 0.27; H 0.21; H 0.22; H 0.21; H 0.24; H 0.40; H 0.34

Entry 8:
Molecular formula: C8H11N2S
Method: DFT, wB97M-V/def2-TZVPD

Results
- total energy (Eh) = -818.80294
- Kohn-Sham gap (eV) = 9.825
- energy above the lowest of the compared OMol25 structures with the same formula, charge and spin (eV) = 1.008
- strongest force on any atom (eV Å⁻¹) = 6.60

```
! RIJCOSX wB97M-V def2-TZVPD def2/J DEFGRID3
* xyz 1 1
C 1.0130 -0.4921 -3.2106
C 0.7188 -0.0618 -1.1724
C 0.2629 -1.3236 -1.0246
C 0.6114 1.0047 0.2263
C 1.2644 2.1425 0.3648
C -0.3663 -1.9098 0.1980
C -0.1114 -1.0558 1.3888
C -1.6865 0.9706 1.0024
N 1.1085 0.4251 -2.3418
N -0.2921 0.4215 1.2212
S 0.4125 -2.0041 -2.6286
H 1.3172 -0.1780 -4.1707
H 1.0212 2.9115 1.0199
H 2.0782 2.3632 -0.3665
H -1.4145 -2.0476 0.0705
H -0.1009 -3.0392 0.3583
H -0.8785 -1.2531 2.1850
H 0.8569 -1.2988 1.8244
H -2.0386 0.9671 0.0407
H -2.2904 0.6939 1.8277
H -1.5430 2.0086 1.1286
H 0.0570 0.7554 2.0586
*
```

Okay, here come the natural (NBO) numbers, in e, for every atom: C -0.11; C 0.13; C -0.24; C 0.12; C -0.37; C -0.47; C -0.21; C -0.41; N -0.43; N -0.36; S 0.47; H 0.25; H 0.22; H 0.27; H 0.24; H 0.28; H 0.23; H 0.25; H 0.25; H 0.23; H 0.23; H 0.43